C14H26FO8PS | ωB97M-V/def2-TZVPD

Calculated values
orbital gap = 9.7 eV
lowest unoccupied orbital energy = 0.016 Eh
SMILES = CCC[C@]1([PH2]=S)OC(=O)O[C@@]1(CCCF)COO.CCOC(=O)OC
HOMO energy = -9.266 eV
molar mass = 404.4 g mol⁻¹

```
51
C14H26FO8PS ωB97M-V/def2-TZVPD
S 1.9458 -1.2376 -3.4701
P 0.5168 -0.6137 -2.3124
F -4.7289 -3.2133 -0.1390
O 2.2542 5.4008 0.0873
O -2.1140 0.5568 0.9622
O 0.2144 5.8090 -0.7860
O -3.3411 -0.1396 1.2225
O 0.7281 -1.0565 2.6841
O 0.6114 3.8499 0.0165
O 0.9316 -0.7328 0.4005
O -0.9145 -1.6723 1.2092
C 1.1365 5.0556 -0.1876
C 2.0886 -3.2280 0.0928
C 0.6261 7.1554 -1.0324
C 0.8397 -2.9347 -0.7390
C -1.6654 0.0796 -0.2665
C 1.4713 2.9058 0.6741
C -1.1291 -1.3909 -0.1888
C 0.2879 -1.1395 1.5471
C 0.3468 -1.5042 -0.6535
C -2.3872 -3.6475 -0.0060
C 3.2999 -2.3149 -0.1641
C -2.1199 -2.3662 -0.8109
C 1.5586 3.1615 2.1627
C -3.7228 -3.6358 0.7024
H -1.6336 -3.8431 0.7452
H 3.0783 -1.5440 -0.8872
H 1.0088 -3.2317 -1.7673
H 1.5619 7.1814 -1.5854
H -0.1615 7.6108 -1.6249
H 0.7341 7.6945 -0.0928
H 1.8180 -3.1838 1.1428
H -3.0741 -1.8924 -0.9864
H 4.1736 -2.8713 -0.4717
H 2.4552 2.9065 0.2055
H 0.5603 3.1842 2.6015
H 2.3908 -4.2521 -0.0846
H -0.9076 0.7918 -0.5649
H -3.9607 -4.6429 1.0324
H 2.0367 4.1180 2.3676
H 0.7463 0.7250 -1.9553
H -0.7476 -0.5991 -2.9236
H 3.5621 -1.8054 0.7565
H -3.6777 -3.0099 1.5889
H -2.3690 -4.4980 -0.6801
H -2.4721 0.1515 -0.9912
H -3.3182 -0.2004 2.1816
H 2.1377 2.3748 2.6456
H -1.7550 -2.6610 -1.7894
H 1.0233 1.9293 0.4977
H 0.0550 -3.5797 -0.3656
```



C14H26IrNP | ωB97M-V/def2-TZVPD

Calculated values
multiplicity = 6
orbital gap (alpha / beta) = 5.6 / 5.7 eV
lowest unoccupied orbital energy (alpha / beta) = -0.240 / -0.372 Eh
⟨S²⟩ = 8.770
net charge = +2
HOMO energy (alpha / beta) = -12.189 / -15.811 eV
molar mass = 431.6 g mol⁻¹

```
43
C14H26IrNP ωB97M-V/def2-TZVPD
Ir -0.3638 -0.4793 0.5890
P -2.3600 0.3342 0.1643
N 0.9684 0.9830 -2.5372
C -0.1664 1.2307 -3.3585
C -2.1712 -1.9987 -1.2254
C 1.4815 -1.5121 -2.6136
C 1.7695 -0.6756 0.6422
C 0.0273 -1.9536 -2.4257
C -1.7942 -3.4319 -3.1189
C -0.8311 -1.5918 -1.3798
C 1.9102 -0.0276 -2.9859
C -0.5004 -2.9235 -3.2483
C -2.9946 0.9875 1.7297
C -3.0037 -1.4062 -0.1241
C 1.5755 2.1592 -1.9419
C -2.5976 -2.9819 -2.0885
C -3.1590 1.2992 -1.1805
H -2.5852 0.3683 2.5410
H 2.4473 -0.2622 -0.1441
H -0.0347 0.6165 2.1596
H -4.2485 1.2821 -0.9743
H 0.1475 -3.3234 -4.0657
H 2.4290 1.8856 -1.3545
H 2.8483 0.0895 -2.4070
H -4.0914 0.9382 1.6802
H -0.1557 1.0694 1.5955
H -4.0641 -1.3021 -0.4075
H 1.7495 -1.7815 0.6074
H -2.7629 2.3273 -1.1436
H 2.0732 -0.0138 -4.1326
H -3.6231 -3.3424 -1.9195
H -0.7118 0.2924 -3.5042
H -2.9506 0.8363 -2.1595
H 0.0163 1.7676 -4.3673
H -2.1769 -4.1748 -3.7906
H 1.8266 -2.1053 -3.4805
H -0.8620 1.8448 -2.7339
H 2.0654 -1.8904 -1.7502
H 0.8270 2.5342 -1.1864
H 1.9095 -0.2759 1.6528
H 1.8356 3.0311 -2.6668
H -2.6350 2.0298 1.8033
H -2.8840 -1.9059 0.8558
```



C14H26MgO8S4 | ωB97M-V/def2-TZVPD

Calculated values
ΔE to the lowest compared entry with this formula, charge and spin = 14.2 kcal per mole
orbital gap = 6.1 eV
lowest unoccupied orbital energy = -0.004 Eh
HOMO energy = -6.163 eV
molar mass = 474.9 g mol⁻¹

```
53
C14H26MgO8S4 ωB97M-V/def2-TZVPD
S 0.6641 3.0535 -0.7012
S 1.2850 -0.0871 2.9684
S -3.3003 -0.0502 1.8621
S -2.3970 0.0096 -2.3220
Mg -0.4987 0.0572 0.2926
O -0.0475 2.0243 0.1655
O 0.2001 0.0895 1.9500
O 3.2214 -4.0879 -2.5789
O -1.1544 0.2172 -1.5058
O 1.1923 -0.4086 -0.5698
O -2.2296 0.4898 0.9438
O -0.7522 -1.8780 0.2809
O 1.1662 -5.7357 -1.5543
C 1.5023 1.5884 3.6883
C 1.2689 2.1360 -2.1502
C 1.2468 -1.6228 -0.9590
C -2.5990 -1.4984 2.6977
C 0.0794 -2.4922 -0.4390
C -3.2207 1.1102 3.2679
C 2.2578 3.4009 0.0625
C 2.2866 -3.6312 -1.9053
C 2.8216 -0.1738 2.0007
C -2.7779 1.6321 -3.0362
C 0.1805 -3.8792 -0.6086
C 1.1730 -4.5162 -1.3623
C -1.7672 -0.7359 -3.8552
C 2.3162 -2.2492 -1.5902
H -2.6720 2.0038 2.9794
H 0.3828 1.8328 -2.7001
H -1.5502 -1.4578 2.9761
H 1.1239 2.3051 2.9602
H 2.7713 4.0623 -0.6434
H 1.8570 1.2787 -1.8314
H -2.7221 -2.3337 2.0067
H -2.7348 0.6677 4.1388
H -1.3613 -1.7197 -3.5923
H -0.5978 -4.4321 -0.0931
H -1.9526 2.1661 -3.5060
H -0.8487 -0.3073 -4.2723
H 0.9220 1.6570 4.6020
H -2.5119 -0.7884 -4.6460
H 2.9526 -1.1612 1.5627
H 2.1787 3.9467 0.9963
H 3.7029 0.1144 2.5763
H 3.0765 -1.5792 -1.9705
H -4.1952 1.4282 3.6453
H -3.5210 1.5111 -3.8273
H 2.8344 2.4777 0.0854
H 2.5791 1.7034 3.7903
H -3.1656 2.2480 -2.2250
H -3.1869 -1.7626 3.5812
H 2.7450 0.5327 1.1745
H 1.7758 2.8439 -2.8102
```



C14H26N4O11P2SSb2W | ωB97M-V/def2-TZVPD

Calculated values
ΔE to the lowest compared entry with this formula, charge and spin = 10.2 kcal per mole
multiplicity = 3
orbital gap (alpha / beta) = 7.2 / 7.6 eV
lowest unoccupied orbital energy (alpha / beta) = -0.040 / -0.031 Eh
⟨S²⟩ = 2.012
HOMO energy (alpha / beta) = -8.271 / -8.413 eV
molar mass = 947.8 g mol⁻¹

```
61
C14H26N4O11P2SSb2W ωB97M-V/def2-TZVPD
W 0.3234 -0.9335 1.8467
Sb -0.9898 -0.6119 -1.8735
Sb 1.4388 1.4012 0.5864
S -2.1611 -1.1900 2.9042
P 3.5276 -1.5416 2.4629
P 2.1222 0.1919 4.3375
O -0.8294 -1.8764 3.3021
O -2.7360 -0.4735 3.9847
O 0.9907 0.2899 3.2607
O -1.4866 -0.1849 1.8564
O 2.0498 -1.9054 2.1780
O 1.7141 -1.0283 5.2621
O 3.4102 -0.3336 3.5131
O -2.9880 -2.0906 2.1435
O 4.0232 -0.7787 1.1370
O 2.4514 1.4257 5.0315
O 4.4440 -2.6054 2.8523
N -2.9825 -4.2372 0.5775
N -2.5082 -6.3995 -0.0877
N -0.0800 -2.6993 0.7808
N -0.7698 -4.9996 0.3485
C 0.1499 1.9533 -3.1550
C 0.8439 4.0117 -2.1156
C -2.0830 -5.1852 0.2808
C 0.2045 0.4726 -3.3375
C -2.3732 0.9201 -1.3050
C -0.0944 4.7270 -2.8378
C -0.7829 2.6897 -3.8879
C 0.0565 2.9530 1.0294
C -0.9153 4.0588 -3.7344
C -2.3170 -1.4594 -3.3208
C 3.1157 2.2389 1.5769
C 2.0323 1.9394 -1.4309
C 0.9820 2.6290 -2.2504
C -0.3690 -3.8032 0.5919
H 0.9203 -1.4962 4.9641
H -0.1968 0.1952 -4.3124
H -3.1565 -1.9476 -2.8245
H 2.4479 1.0553 -1.9105
H -3.3112 0.4160 -1.0695
H -1.4157 2.1687 -4.5981
H -3.9607 -4.4544 0.6448
H -0.6866 3.0519 0.2425
H -1.6479 4.6016 -4.3175
H -2.0416 1.4324 -0.4058
H 0.6051 3.8891 1.1212
H -1.8155 -7.0955 -0.2988
H 1.2206 0.0862 -3.2763
H -3.4809 -6.6288 -0.1666
H 1.4987 4.5358 -1.4274
H 4.8997 -1.1082 0.9017
H 2.9545 2.2436 2.6538
H -0.4295 2.7181 1.9749
H -0.1767 5.7982 -2.7095
H -2.5219 1.6392 -2.1087
H -2.7129 -0.6674 -3.9587
H 4.0120 1.6727 1.3440
H -2.6716 -3.3690 1.0061
H 3.2084 3.2642 1.2183
H 2.8582 2.6278 -1.2467
H -1.8133 -2.1940 -3.9489
```



C14H26NO2PSiTc | ωB97M-V/def2-TZVPD

Calculated values
multiplicity = 4
orbital gap (alpha / beta) = 5.1 / 6.1 eV
lowest unoccupied orbital energy (alpha / beta) = -0.001 / -0.080 Eh
⟨S²⟩ = 3.804
HOMO energy (alpha / beta) = -5.105 / -8.254 eV
molar mass = 397.4 g mol⁻¹

```
46
C14H26NO2PSiTc ωB97M-V/def2-TZVPD
Tc 0.1304 -0.1312 0.8521
P 0.5572 1.0313 -1.2292
Si 0.2215 -2.0993 -0.5008
O -0.0346 -1.6553 3.5016
O 2.1558 -0.9761 1.2562
N -1.6520 0.1581 0.6034
C 1.9914 0.5544 -2.2591
C -0.0448 -1.0681 2.4891
C -5.1954 0.9703 0.8207
C -4.8884 -0.9899 -0.5977
C -5.7276 -0.0448 0.0110
C 2.7440 0.7023 2.9162
C -2.9737 0.0929 0.4175
C 1.7882 -3.1246 -0.7522
C 0.8079 2.8201 -0.9682
C 2.9578 -0.0376 1.6478
C -0.8227 1.0543 -2.4377
C -3.5234 -0.9321 -0.3993
C 4.3421 -0.0651 1.0963
C -3.8315 1.0489 1.0294
H -1.0897 0.0318 -2.7283
H 2.0762 1.5773 2.8436
H -5.3002 -1.7782 -1.2300
H 1.6079 2.9626 -0.2314
H 1.8894 -0.4865 -2.5954
H -0.5196 1.6238 -3.3294
H 2.9203 0.6576 -1.6805
H 1.0743 3.3182 -1.9127
H -1.6984 1.5345 -1.9814
H 2.3404 0.0615 3.7122
H -6.8054 -0.1049 -0.1521
H 1.5146 -4.0230 -1.3186
H -0.1173 3.2589 -0.5689
H -0.3242 -1.9634 -1.8874
H 4.9556 -0.7083 1.7546
H 4.3848 -0.4798 0.0784
H -5.8461 1.7037 1.2930
H 2.0320 1.2189 -3.1360
H -3.3462 1.8128 1.6474
H 1.5206 1.1182 1.2190
H -2.8138 -1.6488 -0.8360
H 4.7684 0.9460 1.1175
H 3.7078 1.0855 3.2618
H 2.1966 -3.4283 0.2161
H 2.5476 -2.5704 -1.3094
H -0.6780 -3.0278 0.2569
```